C58H43ClN3O5P2S2V | ωB97M-V/def2-TZVPD

The geometry in XYZ format:
```
115
Properties=species:S:1:pos:R:3:mulliken_spin:R:1
V -0.183 -1.367 0.057 2.54
O 0.495 1.113 1.336 0.04
S 0.983 0.610 0.032 0.08
C 2.764 0.448 0.465 0.04
C 3.768 1.198 -0.098 0.00
C 5.122 1.088 0.261 0.00
C 5.464 0.185 1.224 0.00
C 6.786 -0.146 1.849 0.00
C 6.472 -1.278 2.846 0.00
C 4.978 -1.364 2.865 0.00
C 4.132 -2.048 3.688 0.00
C 2.759 -1.902 3.465 0.00
C 2.200 -1.165 2.433 -0.01
P 0.377 -1.219 2.319 0.00
C -0.191 -0.246 3.780 0.02
C -0.867 0.963 3.688 0.00
C -1.220 1.657 4.833 0.00
C -0.916 1.149 6.084 0.00
C -0.278 -0.076 6.187 0.00
C 0.064 -0.776 5.045 0.00
C -0.208 -2.857 2.925 0.03
C 0.457 -4.053 3.178 0.00
C -0.260 -5.187 3.532 0.00
C -1.640 -5.148 3.627 0.00
C -2.315 -3.964 3.370 0.00
C -1.602 -2.834 3.024 0.03
C 3.060 -0.435 1.552 0.01
C 4.437 -0.544 1.856 0.00
C 0.719 2.091 -0.996 0.00
C 1.648 2.652 -1.844 0.01
C 1.569 3.983 -2.296 0.00
C 0.548 4.763 -1.830 0.00
C 0.235 6.218 -2.003 0.00
C -1.120 6.426 -1.286 0.00
C -1.482 5.076 -0.755 0.00
C -2.563 4.637 -0.045 0.00
C -2.691 3.255 0.149 0.00
C -1.746 2.315 -0.232 -0.04
P -2.434 0.605 -0.241 0.11
C -4.219 0.770 0.052 0.00
C -5.001 1.410 -0.909 0.00
C -6.377 1.389 -0.805 0.00
C -6.979 0.712 0.245 0.00
C -6.204 0.067 1.194 0.00
C -4.821 0.092 1.099 0.00
C -2.531 -0.164 -1.892 0.03
C -1.932 0.253 -3.069 -0.01
C -2.127 -0.484 -4.228 0.00
C -2.923 -1.616 -4.212 0.00
C -3.562 -2.005 -3.047 0.00
C -3.373 -1.278 -1.888 0.04
C -0.503 2.779 -0.752 0.03
C -0.480 4.148 -1.093 0.00
H 3.531 1.950 -0.826 0.00
H 5.851 1.721 -0.219 0.00
H 7.170 0.735 2.367 0.00
H 7.524 -0.438 1.102 0.00
H 6.878 -1.083 3.837 0.00
H 6.891 -2.224 2.505 0.00
H 4.490 -2.667 4.497 0.00
H 2.099 -2.395 4.158 0.00
H -1.105 1.364 2.718 0.00
H -1.739 2.600 4.747 0.00
H -1.170 1.703 6.975 0.00
H -0.052 -0.493 7.156 0.00
H 0.514 -1.750 5.147 0.00
H 1.536 -4.131 3.127 0.00
H 0.273 -6.108 3.720 0.00
H -2.191 -6.035 3.896 0.00
H -3.392 -3.924 3.432 0.00
H -2.116 -1.896 2.831 -0.01
H 2.448 2.045 -2.229 0.00
H 2.322 4.375 -2.963 0.00
H 0.166 6.472 -3.062 0.00
H 1.017 6.843 -1.567 0.00
H -1.891 6.788 -1.969 0.00
H -1.055 7.150 -0.473 0.00
H -3.336 5.308 0.299 0.00
H -3.609 2.908 0.601 0.00
H -4.514 1.915 -1.731 0.00
H -6.987 1.880 -1.549 0.00
H -8.056 0.673 0.312 0.00
H -6.679 -0.469 2.002 0.00
H -4.196 -0.427 1.814 0.00
H -1.336 1.154 -3.084 0.00
H -1.662 -0.171 -5.150 0.00
H -3.058 -2.189 -5.117 0.00
H -4.199 -2.877 -3.038 0.00
H -3.862 -1.590 -0.972 0.00
O -0.989 -2.649 -1.561 0.00
Cl -1.204 -3.095 -0.175 0.01
O -2.592 -3.231 0.107 0.01
O -1.839 -0.361 0.733 -0.04
O -0.503 -4.334 0.032 0.01
N 1.695 -1.943 -4.056 0.00
C 1.397 -0.901 -4.892 0.00
C 1.363 -0.804 -6.275 0.00
C 1.103 0.440 -6.812 0.00
C 0.878 1.548 -5.990 0.00
C 0.898 1.453 -4.615 0.00
C 1.157 0.205 -4.044 0.02
N 1.306 -0.190 -2.730 0.05
C 1.623 -1.460 -2.777 0.00
C 2.048 -2.302 -1.673 0.01
C 3.083 -3.188 -1.796 0.00
S 3.247 -4.134 -0.381 0.01
C 1.938 -3.282 0.299 0.10
N 1.431 -2.344 -0.453 -0.11
H 1.832 -2.899 -4.337 0.00
H 1.548 -1.660 -6.903 0.00
H 1.075 0.570 -7.884 0.00
H 0.706 2.507 -6.456 0.00
H 0.729 2.327 -4.009 0.00
H 3.751 -3.307 -2.624 0.00
H 1.521 -3.574 1.245 0.02
```

Summary:
- Total charge: +1
- Energy relative to the best compared isomer or geometry (same formula, charge and spin): 268.2 kJ/mol
- LUMO (alpha / beta): -0.088 / -0.091 Eh
- HOMO (alpha / beta): -10.121 / -10.422 eV
- Expectation value of S²: 3.76
- Multiplicity: 4
- HOMO-LUMO gap (alpha / beta): 0.2843 / 0.2923 hartree


C58H44I4N7O2PbS | ωB97M-V/def2-TZVPD

The geometry in XYZ format:
```
117
Properties=species:S:1:pos:R:3:lowdin_charge:R:1
Pb 1.359 -0.191 0.217 1.49
I 0.006 7.652 5.693 0.87
C 0.484 6.185 4.262 -0.72
C -0.437 5.192 3.962 -0.14
C -0.105 4.212 3.041 -0.03
C 1.144 4.207 2.416 -0.19
C 2.038 5.235 2.706 -0.03
C 1.715 6.220 3.627 -0.14
C 1.473 3.085 1.502 -0.07
C 2.571 2.274 1.817 -0.23
C 3.537 2.511 2.852 0.03
C 4.496 1.556 2.732 0.02
C 4.100 0.683 1.663 -0.22
C 4.809 -0.442 1.220 -0.05
C 6.155 -0.691 1.802 -0.21
C 7.271 -0.659 0.964 -0.03
C 8.547 -0.844 1.468 -0.13
C 8.719 -1.076 2.825 -0.72
I 10.653 -1.344 3.600 0.88
C 7.623 -1.133 3.671 -0.14
C 6.350 -0.936 3.159 -0.04
C 4.372 -1.342 0.238 -0.23
N 3.238 -1.243 -0.522 0.00
C 3.169 -2.362 -1.304 -0.23
C 2.167 -2.663 -2.239 -0.05
C 2.320 -3.912 -3.034 -0.20
C 3.438 -4.103 -3.844 -0.03
C 3.584 -5.256 -4.598 -0.14
C 2.605 -6.236 -4.543 -0.72
I 2.822 -7.990 -5.677 0.88
C 1.485 -6.068 -3.744 -0.14
C 1.347 -4.910 -2.997 -0.04
C 1.056 -1.858 -2.510 -0.22
C 0.076 -2.113 -3.531 0.03
C -0.772 -1.057 -3.547 0.02
C -0.312 -0.120 -2.558 -0.25
N 0.778 -0.648 -1.927 0.01
C -0.857 1.147 -2.332 -0.08
C -0.414 2.037 -1.347 -0.25
C -0.938 3.358 -1.142 0.03
C -0.324 3.874 -0.049 0.03
C 0.618 2.895 0.413 -0.23
N 0.563 1.809 -0.417 0.02
C -1.998 1.562 -3.191 -0.19
C -1.886 1.605 -4.581 -0.02
C -2.966 1.959 -5.375 -0.13
C -4.180 2.276 -4.785 -0.71
I -5.835 2.788 -5.976 0.89
C -4.312 2.255 -3.406 -0.16
C -3.226 1.900 -2.624 -0.04
C 4.291 -3.213 -1.008 0.02
C 5.036 -2.580 -0.070 0.02
N 2.928 1.146 1.131 0.02
H -1.405 5.184 4.445 0.10
H -0.805 3.415 2.818 0.12
H 2.990 5.278 2.192 0.13
H 2.420 7.011 3.846 0.10
H 3.503 3.307 3.575 0.11
H 5.393 1.462 3.318 0.11
H 7.135 -0.465 -0.092 0.13
H 9.401 -0.803 0.806 0.10
H 7.759 -1.329 4.726 0.10
H 5.497 -0.997 3.824 0.12
H 4.192 -3.328 -3.902 0.13
H 4.456 -5.385 -5.224 0.10
H 0.724 -6.835 -3.700 0.10
H 0.478 -4.789 -2.361 0.12
H 0.049 -2.981 -4.166 0.12
H -1.633 -0.923 -4.179 0.12
H -1.673 3.835 -1.768 0.12
H -0.464 4.854 0.377 0.13
H -0.938 1.378 -5.053 0.13
H -2.861 1.983 -6.451 0.10
H -5.257 2.499 -2.940 0.10
H -3.340 1.871 -1.550 0.10
H 4.479 -4.179 -1.442 0.12
H 5.937 -2.931 0.404 0.12
N 0.300 0.533 4.738 0.20
C 0.523 0.167 3.461 -0.53
O 0.170 0.850 2.516 -0.07
C 1.276 -1.147 3.294 -0.17
C 1.139 -1.784 1.941 -0.17
H -0.136 1.421 4.925 0.12
H 0.612 -0.023 5.514 0.11
H 0.890 -1.837 4.052 0.13
H 2.326 -0.951 3.527 0.12
H 0.166 -2.219 1.743 0.03
H 1.962 -2.450 1.692 0.06
C -5.513 0.481 3.352 -0.10
C -4.277 1.068 2.678 -0.25
C -4.424 1.182 1.159 -0.21
N -4.431 -0.101 0.459 0.04
C -3.334 -0.798 0.149 -0.73
S -1.804 -0.309 0.624 0.78
N -3.456 -1.976 -0.553 0.11
C -4.532 -2.632 -1.171 -0.40
O -4.412 -3.800 -1.440 0.13
C -5.737 -1.832 -1.532 -0.18
C -5.622 -0.758 -2.413 -0.03
C -6.759 -0.080 -2.820 -0.06
C -8.005 -0.454 -2.335 -0.06
C -8.120 -1.525 -1.460 -0.06
C -6.990 -2.229 -1.074 -0.02
H -5.396 0.477 4.435 0.07
H -5.686 -0.548 3.029 0.07
H -6.401 1.070 3.113 0.07
H -3.397 0.464 2.896 0.08
H -4.086 2.074 3.061 0.11
H -3.594 1.777 0.778 0.08
H -5.364 1.679 0.917 0.13
H -5.320 -0.467 0.157 0.12
H -2.614 -2.533 -0.547 0.13
H -4.647 -0.469 -2.791 0.11
H -6.676 0.737 -3.526 0.07
H -8.889 0.087 -2.648 0.11
H -9.091 -1.824 -1.090 0.11
H -7.070 -3.085 -0.416 0.13
```

Summary:
- Total charge: +1
- Energy relative to the best compared isomer or geometry (same formula, charge and spin): 0.0 kJ/mol
- LUMO: -0.142 Eh
- HOMO: -9.350 eV
- HOMO-LUMO gap: 0.2019 hartree


C58H45F5IKN4O2PSi | ωB97M-V/def2-TZVPD

The geometry in XYZ format:
```
118
Properties=species:S:1:pos:R:3:lowdin_charge:R:1
K -1.615 -0.137 0.533 0.72
C -4.425 -4.025 2.174 -0.06
C -3.077 -3.364 2.470 -0.37
C -2.417 -4.086 3.641 -0.07
C -2.205 -3.312 1.236 -0.21
C -0.860 -3.662 1.255 -0.04
C -0.076 -3.573 0.119 -0.02
C -0.616 -3.154 -1.088 -0.26
C 0.244 -3.019 -2.298 -0.03
C -1.964 -2.832 -1.123 -0.05
C -2.736 -2.892 0.021 -0.07
H -5.016 -4.083 3.083 0.08
H -4.277 -5.031 1.790 0.09
H -4.999 -3.457 1.451 0.07
H -3.271 -2.332 2.773 0.13
H -2.152 -5.103 3.357 0.09
H -3.107 -4.134 4.480 0.08
H -1.525 -3.563 3.975 0.06
H -0.401 -4.027 2.161 0.10
H 0.970 -3.840 0.168 0.10
H 0.814 -2.099 -2.189 0.05
H -0.352 -2.957 -3.205 0.08
H 0.947 -3.844 -2.382 0.08
H -2.423 -2.544 -2.058 0.10
H -3.782 -2.640 -0.055 0.11
I -2.411 3.188 0.256 1.24
C -2.429 4.411 -1.475 -0.56
C -2.942 5.666 -1.245 -0.19
C -3.174 6.573 -2.279 -0.09
C -2.915 6.189 -3.562 -0.05
C -2.342 4.933 -3.841 -0.17
C -2.067 4.606 -5.184 -0.05
C -1.435 3.439 -5.495 -0.07
C -1.065 2.577 -4.466 -0.10
C -1.364 2.811 -3.141 -0.26
P -0.763 1.458 -1.955 1.02
C 0.838 1.230 -2.814 -0.36
C 1.286 0.206 -3.638 -0.11
C 2.570 0.232 -4.155 -0.11
C 3.455 1.237 -3.807 -0.10
C 3.038 2.235 -2.941 -0.08
C 1.738 2.241 -2.474 -0.09
C -2.043 0.355 -2.720 -0.33
C -3.282 0.401 -2.077 -0.14
C -4.393 -0.247 -2.582 -0.08
C -4.298 -0.990 -3.745 -0.10
C -3.080 -1.049 -4.398 -0.09
C -1.975 -0.374 -3.905 -0.10
C -2.039 4.011 -2.785 -0.18
H -3.188 5.951 -0.234 0.07
H -3.584 7.547 -2.052 0.10
H -3.134 6.847 -4.391 0.10
H -2.352 5.309 -5.956 0.11
H -1.215 3.179 -6.521 0.10
H -0.525 1.682 -4.732 0.08
H 0.662 -0.640 -3.863 0.08
H 2.887 -0.562 -4.816 0.10
H 4.466 1.231 -4.191 0.10
H 3.723 3.014 -2.639 0.10
H 1.406 3.030 -1.808 0.11
H -3.396 0.988 -1.180 0.02
H -5.339 -0.158 -2.068 0.11
H -5.162 -1.503 -4.144 0.10
H -2.989 -1.613 -5.316 0.10
H -1.074 -0.424 -4.492 0.08
O 0.259 -0.286 -0.581 -0.52
N 1.026 -0.059 0.524 -0.31
N 0.508 0.782 1.446 0.06
C 0.776 1.060 2.582 -0.19
N 0.875 1.310 3.783 0.16
C 1.512 2.167 4.513 -0.37
N 2.082 2.819 5.275 0.12
C 6.112 2.664 0.690 -0.10
C 6.193 1.542 -0.117 -0.09
C 5.156 0.627 -0.143 -0.10
C 4.017 0.798 0.640 -0.22
C 3.947 1.946 1.427 -0.09
C 4.973 2.874 1.450 -0.08
Si 2.675 -0.548 0.766 0.75
C 2.708 -1.136 2.572 -0.24
C 3.837 -0.978 3.366 -0.08
C 3.846 -1.395 4.685 -0.08
C 2.722 -1.985 5.235 -0.08
C 1.594 -2.167 4.451 -0.07
C 1.593 -1.749 3.134 -0.10
C 3.172 -2.002 -0.323 -0.22
C 3.333 -1.824 -1.688 -0.12
C 3.804 -2.843 -2.496 -0.08
C 4.137 -4.069 -1.947 -0.09
C 3.975 -4.264 -0.585 -0.09
C 3.494 -3.243 0.217 -0.10
H 6.937 3.363 0.732 0.10
H 7.074 1.377 -0.725 0.10
H 5.239 -0.250 -0.768 0.09
H 3.083 2.118 2.050 0.09
H 4.895 3.751 2.078 0.11
H 4.715 -0.513 2.939 0.10
H 4.734 -1.260 5.285 0.10
H 2.725 -2.303 6.269 0.10
H 0.718 -2.640 4.872 0.09
H 0.712 -1.893 2.520 0.09
H 3.089 -0.866 -2.113 0.08
H 3.918 -2.672 -3.556 0.10
H 4.522 -4.865 -2.572 0.10
H 4.231 -5.217 -0.144 0.10
H 3.381 -3.402 1.281 0.10
F -4.012 2.287 7.216 0.08
C -3.680 1.971 5.943 -0.16
C -4.278 0.893 5.305 -0.16
F -5.201 0.158 5.962 0.09
C -3.933 0.582 4.009 -0.13
F -4.541 -0.471 3.400 0.06
C -2.976 1.300 3.247 -0.36
O -2.697 0.986 2.055 -0.39
C -2.391 2.388 3.956 -0.15
F -1.464 3.140 3.316 0.01
C -2.732 2.718 5.250 -0.15
F -2.162 3.773 5.865 0.10
```

Summary:
- Total charge: -1
- Energy relative to the best compared isomer or geometry (same formula, charge and spin): 205.5 kJ/mol
- LUMO: 0.074 Eh
- HOMO: -4.335 eV
- HOMO-LUMO gap: 0.2333 hartree


C58H49AsClO2P2Y | ωB97M-V/def2-TZVPD

The geometry in XYZ format:
```
114
Properties=species:S:1:pos:R:3:lowdin_charge:R:1
Y -0.040 0.460 -0.402 1.24
C -7.130 -0.164 -3.117 0.00
C -5.735 0.054 -3.728 -0.43
C -5.834 0.116 -5.263 -0.01
C -4.830 -1.101 -3.339 -0.08
C -5.152 -2.391 -3.751 0.00
C -4.358 -3.482 -3.447 -0.04
C -3.208 -3.290 -2.709 -0.08
C -2.853 -2.019 -2.261 -0.27
P -1.346 -1.921 -1.255 1.05
C -0.186 -3.029 -2.103 -0.37
C -0.071 -4.377 -1.777 -0.09
C 0.778 -5.195 -2.504 -0.06
C 1.516 -4.672 -3.554 -0.06
C 1.407 -3.327 -3.879 -0.07
C 0.562 -2.504 -3.155 -0.11
C -1.779 -2.782 0.289 -0.38
C -3.072 -3.210 0.581 -0.08
C -3.347 -3.797 1.808 -0.06
C -2.346 -3.947 2.755 -0.06
C -1.056 -3.516 2.473 -0.05
C -0.774 -2.938 1.247 -0.12
C -3.673 -0.929 -2.582 -0.17
O -3.276 0.304 -2.114 -0.05
C -4.010 1.429 -2.456 -0.17
C -3.501 2.654 -2.003 -0.29
C -4.184 3.821 -2.323 -0.09
C -5.347 3.779 -3.072 -0.04
C -5.824 2.560 -3.505 0.00
C -5.166 1.362 -3.214 -0.09
P -2.054 2.930 -0.939 1.15
C -0.630 2.339 -2.034 -0.48
C -0.745 1.572 -3.208 -0.09
C 0.213 1.660 -4.205 -0.04
C 1.307 2.500 -4.060 -0.05
C 1.464 3.241 -2.898 -0.06
C 0.506 3.164 -1.901 -0.14
C -2.499 1.935 0.577 -0.40
C -2.818 0.589 0.796 -0.15
C -3.354 0.163 2.000 -0.05
C -3.603 1.074 3.015 -0.04
C -3.289 2.410 2.827 -0.05
C -2.731 2.832 1.630 -0.11
H -7.571 -1.092 -3.480 0.09
H -7.801 0.648 -3.392 0.09
H -7.076 -0.210 -2.030 0.10
H -6.258 -0.804 -5.661 0.09
H -4.851 0.263 -5.710 0.10
H -6.478 0.935 -5.576 0.09
H -6.050 -2.544 -4.332 0.12
H -4.630 -4.470 -3.786 0.12
H -2.575 -4.134 -2.473 0.11
H -0.653 -4.793 -0.966 0.11
H 0.856 -6.244 -2.254 0.12
H 2.174 -5.313 -4.122 0.12
H 1.976 -2.927 -4.707 0.10
H 0.481 -1.451 -3.409 0.09
H -3.864 -3.096 -0.147 0.11
H -4.350 -4.139 2.023 0.12
H -2.567 -4.403 3.710 0.12
H -0.270 -3.633 3.207 0.12
H 0.242 -2.621 1.031 0.06
H -3.799 4.769 -1.971 0.10
H -5.875 4.689 -3.312 0.12
H -6.734 2.529 -4.087 0.12
H -1.605 0.937 -3.362 0.10
H 0.087 1.089 -5.115 0.12
H 2.032 2.588 -4.858 0.11
H 2.308 3.908 -2.786 0.12
H 0.590 3.804 -1.026 0.11
H -2.687 -0.154 0.019 0.03
H -3.574 -0.887 2.140 0.10
H -4.037 0.743 3.947 0.12
H -3.475 3.129 3.611 0.12
H -2.483 3.877 1.502 0.10
Cl 1.640 -0.282 1.778 0.51
C 0.369 1.055 1.779 -0.61
H 0.904 1.963 2.066 0.00
H -0.317 0.795 2.588 0.00
O 1.691 0.183 -1.564 -0.60
As 3.372 0.006 -1.634 1.29
C 3.828 -1.845 -1.558 -0.31
C 3.218 -2.662 -0.612 -0.10
C 3.600 -3.988 -0.509 -0.06
C 4.584 -4.495 -1.348 -0.05
C 5.185 -3.681 -2.293 -0.05
C 4.810 -2.350 -2.402 -0.08
C 3.981 0.710 -3.299 -0.32
C 3.518 0.125 -4.474 -0.11
C 3.944 0.615 -5.697 -0.06
C 4.827 1.687 -5.742 -0.05
C 5.290 2.265 -4.571 -0.05
C 4.872 1.773 -3.342 -0.08
C 4.166 0.963 -0.189 -0.35
C 5.216 0.395 0.522 -0.08
C 5.787 1.100 1.571 -0.05
C 5.312 2.358 1.903 -0.05
C 4.266 2.926 1.188 -0.06
C 3.691 2.231 0.137 -0.11
H 2.459 -2.261 0.050 0.05
H 3.133 -4.628 0.227 0.12
H 4.883 -5.529 -1.261 0.12
H 5.952 -4.077 -2.943 0.12
H 5.290 -1.712 -3.137 0.11
H 2.826 -0.710 -4.429 0.09
H 3.595 0.162 -6.614 0.12
H 5.163 2.067 -6.697 0.12
H 5.984 3.092 -4.611 0.12
H 5.242 2.219 -2.425 0.11
H 5.579 -0.595 0.271 0.11
H 6.601 0.663 2.131 0.12
H 5.760 2.901 2.722 0.12
H 3.905 3.911 1.450 0.12
H 2.874 2.671 -0.429 0.09
```

Summary:
- Total charge: +2
- Energy relative to the best compared isomer or geometry (same formula, charge and spin): 0.0 kJ/mol
- LUMO: -0.183 Eh
- HOMO: -12.868 eV
- HOMO-LUMO gap: 0.2898 hartree